The following is a DFT calculation (the ωB97M-V functional and the def2-TZVPD basis) of C38H37N8O3Pt as an isolated structure.

Properties
E_HOMO (eV): -10.0
Total charge: +1
Kohn-Sham gap (Eh): 0.2996
F_max (eV Å⁻¹): 0.49
DFT total energy (Eh): -2253.23036

The geometry in XYZ format:
```
87
Properties=species:S:1:pos:R:3:lowdin_charge:R:1
Pt 0.39245 1.23845 -0.63113 1.100
C 3.26799 1.27817 0.97042 -0.088
N 2.64810 1.54993 -0.35701 -0.109
C 2.93791 2.90106 -0.86203 -0.102
C 1.73935 3.78031 -0.76132 -0.300
N 0.51448 3.33037 -0.90865 0.023
C -0.29915 4.46596 -1.00900 -0.187
C -1.64420 4.61076 -1.35085 -0.014
C -2.14560 5.89203 -1.44032 -0.060
C -1.34162 7.02076 -1.21685 -0.072
C 0.00173 6.89586 -0.93426 -0.010
C 0.49917 5.60035 -0.85478 -0.174
N 1.79265 5.12494 -0.69209 0.184
C 2.40489 1.46124 2.18592 -0.321
N 1.11192 1.54165 2.20067 0.155
C 0.75444 1.62000 3.54160 -0.223
C -0.50822 1.70774 4.12403 -0.010
C -0.56872 1.76283 5.50240 -0.085
C 0.59336 1.73291 6.28943 -0.087
C 1.85156 1.64551 5.72531 -0.020
C 1.90277 1.58800 4.33743 -0.191
N 2.95377 1.49425 3.43762 0.164
H 4.14938 1.91768 1.08369 0.126
H 3.63300 0.25033 0.95378 0.103
H 3.06183 0.88626 -1.00448 0.086
H 3.18704 2.81970 -1.92330 0.146
H 3.79810 3.35218 -0.36049 0.128
H -2.26420 3.75082 -1.55241 0.101
H -3.18516 6.03173 -1.70408 0.110
H -1.77943 8.00657 -1.29350 0.109
H 0.63873 7.76005 -0.80283 0.115
H 2.62987 5.67762 -0.62335 0.174
H -1.39845 1.73204 3.50863 0.110
H -1.53095 1.83130 5.99195 0.103
H 0.50002 1.77902 7.36615 0.104
H 2.74206 1.62356 6.33935 0.110
H 3.93121 1.43111 3.66324 0.163
C 1.04793 -6.41663 -2.86735 -0.059
O 0.56348 -5.21421 -2.28499 -0.090
C -0.67270 -5.24465 -1.71481 -0.221
C -1.49076 -6.35843 -1.64455 -0.011
C -2.72722 -6.26895 -1.01187 -0.074
C -3.13030 -5.08139 -0.43431 -0.080
C -2.30584 -3.96253 -0.49148 -0.021
C -1.08914 -4.02863 -1.14982 -0.148
N -0.17352 -2.95745 -1.25567 0.166
C -0.42563 -1.62560 -1.10714 -0.359
N -1.63359 -1.19571 -1.49555 0.164
C -2.27819 -0.02535 -1.03936 -0.179
C -1.58301 1.09066 -0.60082 -0.243
C -2.34868 2.08924 0.02066 -0.170
C -3.72498 2.01843 0.09509 -0.082
C -4.41381 0.93679 -0.45006 -0.019
C -3.68100 -0.09369 -1.00412 -0.226
O -4.21126 -1.23648 -1.53426 -0.106
C -5.60663 -1.44743 -1.38113 -0.061
N 0.51162 -0.80512 -0.69089 -0.048
C 1.67457 -1.39884 -0.10937 -0.242
C 1.59422 -1.87781 1.20150 -0.014
C 2.69497 -2.39663 1.85196 -0.068
C 3.91923 -2.43303 1.18742 -0.075
C 4.01731 -1.96350 -0.10680 -0.015
C 2.90167 -1.45052 -0.77744 -0.273
O 3.17327 -0.96280 -2.02394 -0.107
C 2.18204 -0.93267 -3.06143 -0.042
H 2.02790 -6.18106 -3.27101 0.095
H 0.39292 -6.75057 -3.67413 0.100
H 1.14132 -7.20471 -2.11762 0.100
H -1.17775 -7.29604 -2.07931 0.108
H -3.36376 -7.14197 -0.96713 0.110
H -4.08041 -5.01571 0.07786 0.107
H -2.61752 -3.04631 -0.00885 0.116
H 0.79536 -3.23596 -1.27795 0.138
H -2.24787 -1.88863 -1.89823 0.139
H -1.84380 2.93628 0.46691 0.085
H -4.27925 2.81413 0.57674 0.111
H -5.49203 0.89595 -0.40976 0.107
H -6.17985 -0.71417 -1.95188 0.098
H -5.89423 -1.39812 -0.32884 0.099
H -5.80659 -2.44074 -1.77246 0.095
H 0.63484 -1.80645 1.70034 0.130
H 2.60457 -2.76654 2.86418 0.110
H 4.79727 -2.83252 1.67763 0.111
H 4.95600 -1.98783 -0.64516 0.128
H 2.73256 -0.67473 -3.96188 0.098
H 1.40903 -0.19272 -2.86892 0.057
H 1.73514 -1.92166 -3.18892 0.096
```

---

The following is a DFT calculation (the ωB97M-V functional and the def2-TZVPD basis) of C38H38BrN4O3PbS3 as an isolated structure.

Properties
E_HOMO (eV): -3.9
Total charge: -1
Kohn-Sham gap (Eh): 0.2069
F_max (eV Å⁻¹): 3.57
DFT total energy (Eh): -5876.96504

The geometry in XYZ format:
```
88
Properties=species:S:1:pos:R:3:lowdin_charge:R:1
Pb 0.01717 0.13152 0.92506 1.369
C 3.61019 0.14319 4.35421 -0.036
C 2.81016 -0.14619 3.13471 -0.260
N 1.49006 0.02948 3.08110 -0.074
N 0.87951 0.38518 4.22535 -0.146
C -0.48562 0.38043 4.33134 -1.142
S -1.69998 -0.25055 3.30966 0.488
S -0.85091 1.33641 5.74265 0.838
C -2.65208 1.03917 6.13702 -0.439
C -3.12000 -0.40480 6.17199 -0.322
C -2.14859 -1.42637 6.53241 -0.084
C -2.49885 -2.76093 6.39247 -0.095
C -3.84176 -3.17774 6.11948 -0.098
C -4.80301 -2.18911 5.96523 -0.104
C -4.43522 -0.79978 5.88821 -0.061
C 3.52169 -0.46105 1.88302 -0.095
C 4.75173 -1.15159 2.00510 -0.074
C 5.47005 -1.60027 0.91941 -0.138
C 5.02779 -1.32854 -0.36358 -0.122
C 3.84414 -0.65623 -0.59875 -0.050
C 3.08961 -0.17733 0.48453 -0.390
O 2.19405 0.71689 0.12511 -0.318
H 3.00312 0.59727 5.16521 0.078
H 4.27456 0.88842 3.96871 0.079
H 4.20587 -0.67931 4.66284 0.056
H -3.26963 1.59594 5.40406 0.070
H -2.67220 1.50764 7.14847 0.071
H -1.11520 -1.25083 6.87163 0.103
H -1.68966 -3.48846 6.58300 0.103
H -4.03183 -4.24835 6.17770 0.090
H -5.86478 -2.37368 5.82876 0.086
H -5.26669 -0.07610 5.74028 0.112
H 4.94588 -1.64788 2.95608 0.102
H 6.42726 -2.08368 1.03263 0.082
H 5.49744 -1.78160 -1.23879 0.095
H 3.50599 -0.56192 -1.63513 0.109
Br 3.31085 -6.53668 -1.46626 0.645
C 2.15376 -5.37150 -0.49022 -0.702
C 2.15850 -5.36300 0.91236 -0.152
C 1.51860 -4.35296 1.54420 -0.003
C 0.83672 -3.20371 0.88356 -0.310
O 0.54427 -2.13878 1.53825 -0.216
C 0.69036 -3.38092 -0.55100 -0.160
C -0.11654 -2.49949 -1.32477 -0.085
N -1.04728 -1.78978 -0.72337 0.029
C -2.08850 -1.40473 -1.60688 -0.174
C -2.69978 -2.24210 -2.57963 -0.039
C -3.72450 -1.85568 -3.39439 -0.102
C -4.14576 -0.53919 -3.42833 -0.058
C -3.75408 0.30732 -2.38316 -0.161
C -4.28897 1.61926 -2.29688 -0.032
C -3.99063 2.34695 -1.17533 -0.069
C -3.03606 1.82466 -0.26148 -0.108
N -2.33025 0.70448 -0.47051 0.011
C -2.70616 -0.09595 -1.47445 -0.163
C 1.34867 -4.44490 -1.15217 -0.109
H 2.72534 -6.08309 1.50479 0.103
H 1.55013 -4.24959 2.59309 0.093
H -0.09148 -2.48972 -2.40792 0.128
H -2.43140 -3.28165 -2.47109 0.110
H -4.18785 -2.58497 -4.04116 0.101
H -4.98867 -0.24582 -4.07495 0.112
H -4.93963 1.99736 -3.08256 0.114
H -4.58269 3.22149 -0.91287 0.103
H -2.83770 2.32691 0.67952 0.107
H 1.23454 -4.54924 -2.23710 0.105
C -1.44543 4.67728 -2.97407 -0.128
C -0.90704 4.90162 -4.35945 -0.310
C -0.77602 3.65347 -5.26842 -0.344
S 0.54107 2.34736 -4.96076 0.917
O 0.78520 2.37134 -3.45960 -0.553
C 2.06121 3.10631 -5.90468 -0.322
C 3.14740 3.64429 -4.99282 -0.299
C 3.96197 2.43278 -4.52847 -0.118
H -1.81159 5.64286 -2.60527 0.071
H -0.66165 4.23713 -2.28320 0.096
H -2.33205 4.04598 -3.00219 0.052
H 0.02360 5.49636 -4.28621 0.110
H -1.56960 5.62159 -4.85612 0.100
H -0.59645 3.94979 -6.31330 0.062
H -1.78368 3.10587 -5.25579 0.100
H 1.59516 3.90192 -6.51763 0.067
H 2.42517 2.31730 -6.60346 0.085
H 2.69879 4.17968 -4.17049 0.096
H 3.80849 4.30273 -5.51762 0.095
H 3.41676 1.63223 -4.00077 0.076
H 4.76426 2.74748 -3.82727 0.083
H 4.45039 2.01037 -5.39294 0.061
```

---

The following is a DFT calculation (the ωB97M-V functional and the def2-TZVPD basis) of C38H38CrN4O5S2 as an isolated structure.

Properties
E_HOMO (spin up / spin down) (eV): -1.5 / -1.5
Total charge: -2
Kohn-Sham gap (spin up / spin down) (Eh): 0.1768 / 0.1741
F_max (eV Å⁻¹): 2.60
DFT total energy (Eh): -3907.07329
Multiplicity: 5

The geometry in XYZ format:
```
88
Properties=species:S:1:pos:R:3:lowdin_charge:R:1
Cr -1.07689 2.41585 -0.32315 0.526
O -0.50429 1.17464 6.53626 -0.038
C -1.41693 0.76737 5.81218 -0.726
O -2.48503 0.15975 6.00435 -0.053
C -1.23115 1.18379 4.34491 -0.078
C -2.43720 1.46446 3.70078 -0.011
C -2.47490 1.82391 2.37537 -0.102
N -1.30313 1.90001 1.67143 -0.009
C -0.12166 1.51762 2.25847 -0.144
C -0.01824 1.18811 3.60166 0.075
C 1.05902 1.28205 1.28379 -0.563
O 2.01907 0.56370 1.61542 0.036
O 0.84161 1.76233 0.13034 -0.158
H -3.37628 1.36846 4.23507 0.113
H -3.43828 1.99617 1.88887 0.079
H 0.89530 0.79726 4.07881 0.138
C 0.97429 5.15433 -0.60127 -0.011
C -0.32432 5.43660 0.06947 -0.299
C -0.57653 6.69590 0.64791 -0.019
C -1.74980 6.92335 1.34936 0.005
C -2.84928 6.03879 1.17463 -0.158
C -4.16247 6.36243 1.54063 -0.070
C -5.20094 5.49651 1.25398 -0.080
C -4.92404 4.35381 0.47850 -0.111
C -3.62181 3.97289 0.10012 -0.618
S -3.38966 2.47952 -0.72121 0.667
C -2.54669 4.85183 0.41993 -0.232
N -1.30093 4.53886 0.03861 0.063
H 1.59125 6.04788 -0.59783 0.076
H 0.77669 4.76748 -1.62085 0.091
H 1.45514 4.36764 -0.02709 0.084
H 0.23896 7.40102 0.63069 0.099
H -1.92264 7.85993 1.88936 0.113
H -4.31930 7.33769 2.00886 0.103
H -6.13837 5.61530 1.73532 0.086
H -5.68966 3.68212 0.19881 0.077
N 2.10670 -0.86964 -1.16755 0.149
C 3.02263 -1.22996 -2.10027 -0.348
C 2.76822 -2.37339 -2.89790 -0.032
C 3.72089 -2.74119 -3.84349 -0.126
C 4.91220 -2.04005 -4.00622 -0.161
C 5.16255 -0.92428 -3.21003 -0.138
C 4.24052 -0.54634 -2.24115 -0.064
H 2.22807 -0.03162 -0.63416 0.053
H 1.51167 -1.61809 -0.76926 0.053
H 1.81757 -2.91370 -2.79162 0.117
H 3.58005 -3.59710 -4.47293 0.082
H 5.65719 -2.46678 -4.68225 0.078
H 6.00603 -0.25128 -3.40001 0.088
H 4.50141 0.25694 -1.54267 0.106
C 3.64201 -4.22568 0.41455 -0.091
C 2.49795 -4.36319 1.37873 -0.369
C 2.22228 -3.03839 2.19391 -0.044
C 1.33935 -4.90999 0.56497 -0.148
C 1.22126 -6.29691 0.39523 -0.101
C 0.04120 -6.86508 -0.12360 -0.163
C -1.04649 -6.03157 -0.41532 -0.092
C -0.95685 -4.63044 -0.28336 -0.159
C -2.12114 -3.70408 -0.55752 -0.388
C -2.40213 -3.52671 -2.03676 -0.091
C -2.07630 -2.33143 0.16846 -0.073
C 0.29097 -4.03050 0.03471 -0.319
O 0.50853 -2.75702 -0.10506 -0.147
H 4.56766 -4.20647 1.01836 0.068
H 3.60127 -3.32390 -0.24072 0.076
H 3.70598 -5.13749 -0.25846 0.088
H 2.67423 -5.18252 2.07091 0.110
H 1.17738 -2.75277 2.15292 0.060
H 2.86776 -2.22147 1.88387 0.062
H 2.36214 -3.19425 3.28042 0.064
H 2.00251 -6.99807 0.76471 0.102
H -0.04237 -7.96382 -0.24028 0.073
H -1.95553 -6.44104 -0.85962 0.090
H -2.96486 -4.26825 -0.16824 0.115
H -1.63642 -2.95621 -2.54321 0.063
H -3.30951 -2.91307 -2.20517 0.071
H -2.43842 -4.51532 -2.56108 0.077
H -1.50491 -1.63456 -0.43862 0.064
H -1.61257 -2.43413 1.15032 0.078
H -3.13868 -2.04485 0.35599 0.078
S -0.46648 1.69137 -4.78720 0.994
C 0.96515 1.63700 -3.77854 -0.358
C 0.69021 2.00336 -2.51497 -0.216
N -0.67941 2.27124 -2.28172 -0.140
C -1.39101 2.12943 -3.38850 -0.449
H 1.91755 1.28091 -4.19508 0.082
H 1.40509 2.18220 -1.77728 0.077
H -2.44405 2.30083 -3.49072 0.050
```

---

Energy relative to the best compared isomer or geometry (same formula, charge and spin) across the listed records, respectively: 0.204; 0.000; 0.000 eV.